Molecular formula: C33H42F7NO29S2
Method: DFT, ωB97M-V with the def2-TZVPD basis set

Positions of all 114 atoms, in Å:
O -4.91 47.38 -18.68
N -5.67 48.32 -18.82
O -5.41 49.47 -18.58
C -6.96 48.03 -19.47
C -7.39 46.71 -19.57
C -8.67 46.44 -20.00
C -9.53 47.48 -20.37
C -9.08 48.78 -20.28
C -7.80 49.06 -19.82
H -6.70 45.91 -19.35
H -9.00 45.42 -20.11
H -10.50 47.34 -20.82
H -9.69 49.62 -20.59
H -7.46 50.08 -19.67
O 4.27 46.05 -12.62
C 3.62 45.74 -13.55
O 3.95 44.83 -14.49
C 2.81 44.50 -15.21
C 1.98 45.80 -15.14
F 0.67 45.46 -15.25
O 2.39 46.26 -13.86
H 3.07 44.33 -16.26
H 2.21 43.67 -14.84
H 2.20 46.57 -15.88
O 5.01 53.65 -16.73
C 3.97 53.86 -17.25
O 2.77 53.55 -16.71
C 1.73 53.77 -17.67
C 2.43 54.56 -18.77
F 2.12 55.88 -18.75
O 3.80 54.40 -18.48
H 1.52 52.76 -18.03
H 0.86 54.26 -17.26
H 2.33 54.15 -19.78
O -3.31 44.41 -20.56
C -2.73 44.95 -19.69
O -3.05 44.88 -18.37
C -1.94 45.37 -17.64
C -1.24 46.26 -18.65
F 0.11 46.35 -18.52
O -1.63 45.73 -19.88
H -2.23 45.97 -16.78
H -1.31 44.59 -17.20
H -1.61 47.28 -18.53
O -1.29 48.24 -12.63
C -1.32 48.64 -11.52
O -0.30 48.98 -10.74
C -0.76 49.04 -9.39
C -2.24 49.31 -9.58
F -2.48 50.64 -9.69
O -2.49 48.66 -10.79
H -0.43 48.12 -8.90
H -0.28 49.76 -8.72
H -2.88 48.95 -8.78
O 1.36 52.01 -20.61
C 0.21 51.79 -20.43
O -0.77 51.97 -21.32
C -2.05 51.72 -20.69
C -1.64 50.84 -19.55
F -1.79 49.51 -19.77
O -0.28 51.12 -19.33
H -2.53 52.64 -20.39
H -2.64 51.15 -21.40
H -2.13 51.15 -18.63
O -1.53 54.01 -18.68
C -1.93 54.24 -17.59
O -1.42 55.18 -16.75
C -2.49 55.46 -15.82
C -2.97 54.03 -15.61
F -4.20 53.94 -15.10
O -2.96 53.63 -16.98
H -2.23 56.07 -14.97
H -3.23 56.01 -16.41
H -2.26 53.43 -15.04
O -3.53 49.91 -16.31
C -2.36 49.89 -16.16
O -1.53 48.85 -16.40
C -0.25 49.10 -15.80
C -0.30 50.56 -15.46
F 0.45 51.29 -16.35
O -1.64 50.92 -15.58
H -0.28 48.40 -14.96
H 0.57 48.80 -16.45
H 0.08 50.80 -14.46
C 3.59 49.57 -17.85
C 3.23 48.84 -19.13
O 4.38 48.02 -19.53
S 4.33 46.46 -19.22
C 3.23 45.87 -20.50
O 5.63 45.99 -19.54
O 3.72 46.25 -17.94
H 4.06 48.90 -17.13
H 2.71 50.08 -17.45
H 4.40 50.27 -18.04
H 2.31 48.26 -19.07
H 3.17 49.53 -19.97
H 3.36 44.80 -20.52
H 3.66 46.29 -21.41
H 2.21 46.21 -20.35
C -6.16 48.75 -8.96
C -6.26 49.07 -10.46
O -6.40 47.87 -11.19
S -6.49 47.94 -12.79
C -5.07 48.93 -13.30
O -6.29 46.59 -13.21
O -7.66 48.71 -13.10
H -6.78 49.36 -8.31
H -5.14 48.57 -8.66
H -6.71 47.81 -8.84
H -7.11 49.73 -10.60
H -5.35 49.62 -10.69
H -5.08 48.93 -14.38
H -4.15 48.46 -12.94
H -5.28 49.90 -12.86

Output
Frontier orbital gap (eV): 9.628
LUMO level (eV): -0.508
E_HOMO (eV): -10.14
E (eV): -136459.7100
Multiplicity: 1
SMILES: O=[N+]([O-])c1ccccc1.O=C1OC[C@@H](F)O1.O=C1OC[C@@H](F)O1.O=C1OC[C@@H](F)O1.O=C1OC[C@@H](F)O1.O=C1OC[C@@H](F)O1.O=C1OC[C@@H](F)O1.O=C1OC[C@@H](F)O1.CCOS(C)(=O)=O.CCOS(C)(=O)=O


Molecular formula: C33H42N3P2Rh
Method: DFT, ωB97M-V with the def2-TZVPD basis set

Positions of all 81 atoms, in Å:
Rh 0.13 0.03 0.11
C -2.82 1.77 -1.25
C -1.61 2.36 -1.97
P 0.04 1.53 -1.73
C 0.50 0.81 -3.31
C 1.81 0.91 -3.79
C 2.16 0.31 -4.98
C 1.21 -0.42 -5.69
C -0.10 -0.53 -5.22
C -0.45 0.07 -4.02
C 1.15 2.91 -1.39
C 1.59 3.09 -0.08
C 2.40 4.16 0.24
C 2.74 5.08 -0.74
C 2.30 4.92 -2.05
C 1.49 3.84 -2.38
C -2.83 2.03 0.25
P -1.88 0.80 1.25
C -2.17 1.21 2.97
C -2.09 2.56 3.35
C -2.34 2.91 4.66
C -2.66 1.93 5.60
C -2.68 0.58 5.23
C -2.41 0.21 3.93
C -2.73 -0.76 0.85
C -2.12 -1.60 -0.08
C -2.74 -2.75 -0.53
C -3.99 -3.07 -0.02
C -4.62 -2.24 0.90
C -4.00 -1.07 1.33
H -2.93 0.70 -1.45
H -3.70 2.25 -1.67
H -1.46 3.39 -1.64
H -1.78 2.37 -3.04
H 2.55 1.48 -3.23
H 3.16 0.42 -5.37
H 1.49 -0.91 -6.61
H -0.83 -1.07 -5.80
H -1.47 -0.01 -3.66
H 1.28 2.37 0.69
H 2.77 4.30 1.25
H 3.35 5.94 -0.48
H 2.56 5.64 -2.80
H 1.11 3.73 -3.39
H -3.85 1.94 0.65
H -2.48 3.04 0.47
H -1.85 3.33 2.63
H -2.30 3.95 4.96
H -2.90 2.22 6.61
H -2.92 -0.17 5.97
H -2.42 -0.83 3.66
H -1.11 -1.36 -0.48
H -2.27 -3.39 -1.27
H -4.49 -3.97 -0.36
H -5.60 -2.49 1.28
H -4.51 -0.41 2.02
N 3.23 -4.80 0.35
C 2.03 -3.91 0.05
C 1.22 -3.60 1.31
C 1.69 -2.37 2.12
N 0.71 -1.26 2.04
C 3.06 -1.86 1.67
C 3.12 -1.55 0.17
N 2.48 -0.23 -0.10
C 2.43 -2.64 -0.69
H 2.93 -5.68 0.77
H 3.89 -4.36 0.99
H 3.73 -5.04 -0.51
H 1.41 -4.52 -0.62
H 1.19 -4.48 1.96
H 0.19 -3.43 0.99
H 1.78 -2.67 3.17
H 1.04 -0.49 2.62
H -0.17 -1.56 2.47
H 3.83 -2.58 1.94
H 3.32 -0.96 2.24
H 4.17 -1.49 -0.12
H 2.70 0.05 -1.06
H 2.90 0.48 0.50
H 3.02 -2.88 -1.57
H 1.49 -2.22 -1.06

Output
Frontier orbital gap (spin up / spin down) (eV): 4.682 / 4.856
LUMO level (spin up / spin down) (eV): -14.477 / -14.301
E_HOMO (spin up / spin down) (eV): -19.16 / -19.16
E (eV): -60920.3680
Net charge: +4
Multiplicity: 1


Molecular formula: C33H42P2ReS6Si2Te
Method: DFT, ωB97M-V with the def2-TZVPD basis set

Positions of all 87 atoms, in Å:
Re 0.05 0.13 0.48
S 0.43 0.55 -1.94
P -1.29 1.59 -1.65
C -1.52 1.36 0.03
P -2.64 2.22 1.05
S -1.85 3.16 2.60
C -3.62 3.37 0.03
C -4.66 2.91 -0.76
C -5.38 3.79 -1.55
C -5.08 5.15 -1.53
C -4.05 5.61 -0.72
C -3.32 4.73 0.06
C -3.90 1.04 1.66
C -4.89 1.51 2.52
C -5.83 0.64 3.03
C -5.79 -0.71 2.71
C -4.80 -1.19 1.86
C -3.86 -0.31 1.33
C -2.49 0.84 -2.78
C -2.29 0.93 -4.15
C -3.16 0.30 -5.03
C -4.22 -0.44 -4.53
C -4.41 -0.56 -3.17
C -3.55 0.08 -2.29
C -1.14 3.32 -2.13
C -2.00 3.96 -3.02
C -1.82 5.30 -3.31
C -0.80 6.02 -2.71
C 0.05 5.39 -1.80
C -0.11 4.05 -1.52
H -4.93 1.86 -0.75
H -6.20 3.43 -2.16
H -5.65 5.84 -2.13
H -3.81 6.67 -0.70
H -2.52 5.08 0.70
H -4.91 2.56 2.79
H -6.60 1.01 3.70
H -6.52 -1.39 3.12
H -4.75 -2.24 1.61
H -3.08 -0.69 0.68
H -1.45 1.49 -4.54
H -3.00 0.38 -6.10
H -4.90 -0.94 -5.22
H -5.23 -1.15 -2.78
H -3.68 -0.02 -1.22
H -2.81 3.41 -3.48
H -2.49 5.79 -4.00
H -0.67 7.07 -2.94
H 0.85 5.95 -1.33
H 0.54 3.56 -0.81
S -0.63 -2.02 0.23
S 0.90 -2.97 -0.82
S 2.51 -2.54 0.35
S 2.24 -0.53 0.76
C -0.55 -1.66 6.53
Si -0.28 -2.75 5.03
C -1.91 -3.43 4.42
C 0.89 -4.15 5.46
C 0.49 -1.75 3.64
Te -0.70 -0.05 3.11
C 0.44 1.29 4.32
Si 1.94 2.23 3.67
C 2.14 3.68 4.84
C 3.43 1.11 3.80
C 1.76 2.89 1.94
H -1.02 -2.24 7.33
H -1.21 -0.82 6.30
H 0.39 -1.27 6.91
H -2.46 -3.92 5.22
H -1.75 -4.16 3.62
H -2.54 -2.63 4.02
H 0.46 -4.79 6.24
H 1.84 -3.76 5.83
H 1.09 -4.77 4.59
H 0.55 -2.35 2.73
H 1.49 -1.37 3.85
H 0.74 0.66 5.16
H -0.31 1.99 4.68
H 2.23 3.35 5.88
H 1.28 4.34 4.77
H 3.03 4.25 4.59
H 3.53 0.72 4.82
H 4.34 1.66 3.57
H 3.37 0.26 3.12
H 0.94 3.61 1.88
H 1.56 2.11 1.19
H 2.69 3.38 1.65

Output
Frontier orbital gap (spin up / spin down) (eV): 5.536 / 6.308
LUMO level (spin up / spin down) (eV): -1.626 / -1.034
E_HOMO (spin up / spin down) (eV): -7.16 / -7.34
E (eV): -143674.9531
Multiplicity: 2